Entry 1:
The following is a DFT calculation (wB97M-V/def2-TZVPD) of a molecular structure, C41H57N2O9P4Sc.

E = -4509.854873 Eh
frontier orbital gap = 7.0 eV
energy above the lowest of the compared OMol25 structures with the same formula, charge and spin = 0.188 eV

Geometry (Å):
1 Sc 0.40341 -0.79461 -1.23483
2 C 0.84642 -4.81032 -0.90673
3 C -0.28458 -4.50748 0.08244
4 C -0.25996 -5.59361 1.16043
5 P -0.12464 -2.73137 0.61841
6 C -1.58441 -2.26587 1.65792
7 C -1.19564 -1.04088 2.49098
8 C -2.25140 -3.32627 2.52697
9 C 1.38261 -2.72555 1.60262
10 C 1.57305 -3.50654 2.74406
11 C 2.81645 -3.63877 3.33206
12 C 3.90087 -3.01046 2.72296
13 C 3.72651 -2.20838 1.61519
14 C 2.45009 -1.97786 1.05897
15 N 2.25104 -1.08426 0.01004
16 C 3.12512 0.01039 -0.02824
17 C 3.63921 0.61299 1.13489
18 C 4.50134 1.68790 1.06810
19 C 4.89224 2.21692 -0.15872
20 C 4.36871 1.66384 -1.31159
21 C 3.48370 0.58670 -1.26268
22 P 2.60063 -0.09266 -2.68452
23 C 3.75395 -1.31233 -3.47217
24 C 3.58819 -2.66768 -2.78072
25 C 5.22030 -0.88767 -3.45264
26 C 2.29934 1.25906 -3.91569
27 C 3.42179 1.63785 -4.87888
28 C 1.71775 2.49086 -3.21747
29 H 0.78811 -5.85302 -1.22668
30 H 0.81053 -4.17378 -1.78571
31 H 1.81632 -4.66793 -0.42196
32 H -1.24207 -4.54057 -0.44664
33 H 0.74136 -5.68716 1.58049
34 H -0.96005 -5.43283 1.97619
35 H -0.50678 -6.55042 0.69387
36 H -2.29665 -1.93783 0.89428
37 H -0.44670 -1.29504 3.24286
38 H -0.77919 -0.24445 1.87308
39 H -2.07672 -0.64768 3.00260
40 H -1.57971 -3.70425 3.29975
41 H -3.10755 -2.87436 3.03372
42 H -2.62246 -4.16918 1.94350
43 H 0.72371 -4.02324 3.17356
44 H 2.94768 -4.23737 4.22311
45 H 4.89821 -3.14515 3.12415
46 H 4.58599 -1.71969 1.17501
47 H 3.34621 0.22613 2.10237
48 H 4.86993 2.12675 1.98750
49 H 5.57716 3.05246 -0.20909
50 H 4.64945 2.07501 -2.27252
51 H 3.40702 -1.39648 -4.50892
52 H 3.82185 -2.58679 -1.71664
53 H 2.56526 -3.03389 -2.86384
54 H 4.26384 -3.40453 -3.22125
55 H 5.57672 -0.81351 -2.42428
56 H 5.82799 -1.63624 -3.96653
57 H 5.39040 0.07317 -3.93427
58 H 1.48557 0.81721 -4.50235
59 H 4.25840 2.11764 -4.36967
60 H 3.80576 0.77941 -5.43042
61 H 3.03675 2.35345 -5.60947
62 H 2.48853 3.04180 -2.67904
63 H 1.28304 3.15935 -3.96358
64 H 0.93031 2.22059 -2.51449
65 C -2.20989 -0.81245 -5.31543
66 C -2.34717 -1.37881 -3.91080
67 O -3.65545 -1.92318 -3.67864
68 P -1.15715 -2.74458 -3.56830
69 O -0.81693 -3.42738 -4.96080
70 O -2.02198 -3.80078 -2.78675
71 O 0.10805 -2.34453 -2.88734
72 P -1.90572 -0.17289 -2.60361
73 O -3.12006 0.83590 -2.66736
74 O -1.83679 -0.96896 -1.31499
75 O -0.55540 0.38393 -2.95450
76 H -2.47826 -1.56683 -6.05355
77 H -1.18687 -0.47988 -5.49122
78 H -2.87077 0.04821 -5.42231
79 H -4.21680 -1.21650 -3.33184
80 H 0.13348 -3.51461 -5.10591
81 H -2.93613 -3.46414 -2.70622
82 H -2.92548 1.49377 -1.95485
83 C -5.88204 4.05196 5.49536
84 C -5.38014 4.40570 4.12157
85 C -5.94002 5.47326 3.43073
86 C -5.50030 5.80711 2.15910
87 C -4.47106 5.08722 1.58068
88 C -3.89519 4.01879 2.26123
89 N -2.86224 3.28476 1.63194
90 C -1.54430 3.31775 2.03033
91 C -1.15045 4.05616 3.15642
92 C 0.16365 4.06179 3.57908
93 C 1.13543 3.33331 2.90218
94 C 0.76019 2.60530 1.79130
95 C -0.55682 2.58464 1.33315
96 C -0.85937 1.76401 0.12476
97 O -1.91301 1.93237 -0.51551
98 O 0.04926 0.91050 -0.19616
99 C -4.35993 3.65082 3.52928
100 C -3.79425 2.45522 4.24483
101 H -6.62933 4.76957 5.83051
102 H -5.06943 4.03951 6.22449
103 H -6.33792 3.05948 5.50979
104 H -6.73349 6.04591 3.89573
105 H -5.94765 6.63762 1.62862
106 H -4.08941 5.35062 0.60210
107 H -2.98747 2.99831 0.67129
108 H -1.88920 4.64385 3.68409
109 H 0.43316 4.65099 4.44728
110 H 2.16532 3.33891 3.23295
111 H 1.49043 2.02973 1.24014
112 H -3.14696 2.75362 5.07383
113 H -3.20476 1.84055 3.56907
114 H -4.59371 1.84283 4.66441

Atoms 1-6, force components in eV/Å:
Sc 0.0 0.0 0.0
C 0.0 0.0 0.0
C 0.0 0.1 0.0
C 0.0 0.0 0.0
P 0.0 -0.1 0.0
C 0.1 0.1 0.0

---

Entry 2:
The following is a DFT calculation (wB97M-V/def2-TZVPD) of 2 unconnected molecules or ions with the total composition C4H12NO3 at a distorted geometry.

E = -440.063841 Eh
frontier orbital gap = 7.2 eV
total charge = -1
energy above the lowest of the compared OMol25 structures with the same formula, charge and spin = 1.206 eV

Geometry (Å):
1 C 0.09957 -0.21614 -2.01520
2 O -0.29490 1.02916 -2.53361
3 C -0.33546 -0.51904 -0.54635
4 C -0.63213 0.78253 0.23135
5 C 0.63140 1.53338 0.67031
6 O -1.45229 1.53449 -0.58276
7 N 0.64279 -1.50262 0.06505
8 H 1.18006 -0.33316 -2.17595
9 H -0.38872 -0.99011 -2.62369
10 H -1.15718 -1.20245 -0.62632
11 H -1.28039 0.49526 1.09856
12 H 0.79954 1.50595 1.75256
13 H 1.47252 0.99361 0.29783
14 H 0.69935 2.55540 0.29942
15 H -0.78764 1.43623 -1.74386
16 H 1.64330 -1.38731 -0.05567
17 H 0.41443 -2.34536 -0.47588
18 H -0.19156 -1.67673 2.39767
19 H -0.59393 -0.36366 3.31334
20 O -0.46878 -1.32944 3.25319

Atoms 1-6, force components in eV/Å:
C -0.6 0.4 -0.7
O 1.5 -0.9 -1.4
C 2.3 0.0 -0.4
C -1.8 0.0 -0.1
C 0.2 -0.5 0.6
O -0.3 0.6 0.8

---

Entry 3:
The following is a DFT calculation (wB97M-V/def2-TZVPD) of a molecular structure, C4H7ClN2O at a distorted geometry.

E = -801.463464 Eh
frontier orbital gap = 10.5 eV
energy above the lowest of the compared OMol25 structures with the same formula, charge and spin = 2.707 eV

Geometry (Å):
1 C -1.15220 -1.34623 -0.29377
2 C 0.19730 -0.56056 -0.38320
3 C 1.35786 -0.70820 0.57306
4 C -0.70735 0.62275 -0.07008
5 H -3.33699 0.65907 -0.79397
6 H -3.52537 0.58125 0.94726
7 H -1.73456 -1.51808 -1.28179
8 H -1.34192 -2.37316 0.37221
9 H 0.57371 -0.56065 -1.38092
10 H 1.10362 -0.18605 1.61564
11 H 1.52804 -1.84182 0.86673
12 N -3.23737 0.08437 0.06852
13 N -1.74132 -0.20707 0.28795
14 O -0.70489 1.78107 -0.01230
15 Cl 2.88528 0.22372 -0.09988

Atoms 1-6, force components in eV/Å:
C -1.8 -4.5 0.1
C -0.1 -0.1 -0.3
C 0.2 -0.6 3.0
C -0.9 -1.9 0.8
H 0.3 -0.1 1.2
H 0.3 -0.3 -1.6

---

Entry 4:
The following is a DFT calculation (wB97M-V/def2-TZVPD) of a molecular structure, C18H26IrN2O at a distorted geometry.

⟨S²⟩ = 8.775
spin multiplicity = 6
E = -989.771772 Eh
frontier orbital gap (spin up / spin down) = 8.9 / 5.8 eV
total charge = +2

Geometry (Å):
1 Ir 0.80332 1.11326 0.07894
2 C 1.32882 3.25543 0.77596
3 C 2.51004 2.87194 0.04659
4 C 3.27043 1.91668 0.81026
5 C 2.43898 1.56252 1.87657
6 C 1.21760 2.41397 1.90312
7 H 0.68708 4.10240 0.48177
8 H 2.71280 3.31281 -0.95252
9 H 4.16085 1.40750 0.51191
10 H 2.66733 0.91798 2.73624
11 H 0.46238 2.32484 2.61633
12 C -4.63450 3.03735 -0.42320
13 N -3.47338 2.38936 0.25703
14 C -3.82312 1.66644 1.48651
15 C -2.25763 2.30716 -0.24107
16 C -1.95376 3.02548 -1.53960
17 O -1.33830 1.59093 0.24436
18 H -5.50403 2.55728 -0.02418
19 H -4.60088 2.78549 -1.47938
20 H -4.63462 4.12631 -0.37063
21 H -4.39519 2.37113 2.07345
22 H -2.91514 1.37722 2.03712
23 H -4.39779 0.77459 1.26463
24 H -1.97989 2.35449 -2.39455
25 H -0.94076 3.36038 -1.39128
26 H -2.60267 3.90017 -1.74644
27 C -0.81000 -4.17317 -0.78223
28 N -0.10029 -3.68608 0.35453
29 C 0.02978 -4.60729 1.47182
30 C 0.22415 -2.24151 0.41679
31 C 1.56577 -1.87054 -0.35747
32 C 2.44392 -2.85293 -0.76116
33 C 3.56334 -2.59506 -1.52166
34 C 3.89802 -1.30609 -1.81508
35 C 3.02331 -0.26101 -1.47372
36 C 1.86530 -0.48395 -0.74999
37 H -0.66773 -3.59861 -1.65284
38 H -1.89016 -4.17988 -0.52349
39 H -0.35897 -5.11451 -1.08589
40 H 0.92498 -5.25153 1.29072
41 H -0.90696 -5.19376 1.47059
42 H 0.18264 -3.99929 2.35166
43 H 0.35968 -2.00246 1.47143
44 H -0.63877 -1.73782 0.03952
45 H 2.32886 -3.90047 -0.47454
46 H 4.17559 -3.45975 -1.88044
47 H 4.77578 -1.01846 -2.46340
48 H 3.20380 0.71102 -1.96304

Atoms 1-6, force components in eV/Å:
Ir -0.5 -0.9 -0.8
C -0.1 0.4 -0.6
C 0.2 0.7 -0.5
C -1.6 0.5 -0.5
C -1.0 0.6 1.9
C 2.9 -0.8 -1.3

---

Entry 5:
The following is a DFT calculation (wB97M-V/def2-TZVPD) of a single C5H7NO molecule at a distorted geometry.

E = -324.670485 Eh
SMILES string = C=C(CC)N=C=O
frontier orbital gap = 10.3 eV
energy above the lowest of the compared OMol25 structures with the same formula, charge and spin = 1.469 eV

Geometry (Å):
1 C 1.59975 0.80483 0.99998
2 C 0.79298 0.05230 0.30190
3 C -0.49223 -0.48275 0.80997
4 C -1.59642 0.25527 0.01105
5 N 0.95203 -0.16433 -1.11829
6 C 0.73746 -0.68557 -2.16825
7 O 0.59591 -1.18316 -3.21392
8 H 2.58382 1.07976 0.64320
9 H 1.41087 0.93182 2.02830
10 H -0.55094 -0.29820 1.86638
11 H -0.75727 -1.53887 0.45674
12 H -1.13903 0.31270 -0.98424
13 H -1.57558 1.26738 0.24820
14 H -2.56134 -0.35117 0.11899

Atoms 1-6, force components in eV/Å:
C 1.7 -0.2 -0.3
C -0.8 -1.1 -2.2
C -1.5 -0.7 -1.7
C 0.1 -2.1 -0.2
N 0.8 0.3 0.9
C 0.3 0.0 1.2